ORCA calculation (the ωB97M-V functional and the def2-TZVPD basis) on a 2-piece molecular cluster, C41H52N2P overall at a distorted geometry.

Structure (XYZ):
```
96
Properties=species:S:1:pos:R:3:forces:R:3
C -3.909085 0.699605 -1.553893 0.019 0.148 -0.081
C -3.311127 -0.212589 -0.440873 0.050 1.724 0.074
C -3.951357 -1.569385 -0.402792 0.191 -0.304 -0.071
C -3.447112 0.490789 0.933703 -0.237 -0.339 -0.422
C -4.756550 0.676224 1.390012 -0.484 -0.055 -0.062
C -5.046712 1.207419 2.646939 -0.038 -0.138 0.056
C -3.992530 1.565559 3.482140 -0.123 -0.246 -0.501
C -2.669694 1.438278 3.038506 0.064 0.384 0.178
C -1.569889 1.918971 3.952888 0.315 -0.735 0.600
C -1.681852 1.227260 5.330740 -0.205 -0.143 0.075
C -1.599579 3.423274 4.117127 -0.237 0.480 -0.017
C -2.394741 0.922108 1.760930 -1.580 -0.563 -0.624
N -1.041387 0.953122 1.255610 0.531 1.206 -1.819
P 0.098872 -0.172954 0.752462 0.217 -0.841 3.515
H -0.040225 -0.971772 -1.441036 -0.342 3.349 1.953
N 1.331781 0.897350 1.177530 -0.848 1.131 -1.971
C 2.694305 0.823535 1.648097 1.544 -0.436 -0.282
C 3.737579 0.390647 0.801450 0.190 0.293 -0.114
C 3.596448 -0.175870 -0.619322 0.236 -0.507 0.162
C 4.343688 -1.534424 -0.711972 -0.077 -0.164 0.155
C 4.050513 0.836059 -1.675813 -0.030 0.291 -0.126
C 5.047213 0.575033 1.258798 0.463 -0.094 0.006
C 5.350333 1.086371 2.519619 0.154 -0.141 0.436
C 4.308316 1.445466 3.373192 0.038 -0.298 -0.475
C 2.980895 1.336606 2.934951 -0.127 0.396 0.344
C 1.900195 1.856667 3.889903 0.033 -1.400 0.026
C 1.976299 3.352810 4.020705 0.230 0.476 -0.041
C 2.018656 1.153159 5.263030 0.172 -0.084 -0.019
C 0.838284 2.195366 0.950399 0.180 0.391 0.876
C -0.508245 2.230039 1.001714 -0.056 0.413 0.821
H -3.524636 1.739489 -1.493584 -0.188 -0.561 0.083
H -3.645538 0.315290 -2.554445 -0.232 0.108 0.549
H -5.012761 0.744136 -1.493192 0.497 -0.025 0.038
H -2.259644 -0.366106 -0.720543 -0.026 0.131 0.284
H -3.440965 -2.178861 0.328797 0.040 -0.343 0.317
H -5.003898 -1.545293 -0.158294 -0.285 0.088 0.039
H -3.814957 -2.039257 -1.363564 -0.169 -0.187 -0.220
H -5.590835 0.390474 0.723032 0.596 0.143 0.514
H -6.090812 1.306308 2.995783 0.727 -0.022 -0.338
H -4.204927 1.946708 4.484479 0.170 -0.095 -0.412
H -0.642107 1.598881 3.492261 -0.030 0.136 0.168
H -1.752522 0.127502 5.205070 0.026 0.581 0.178
H -0.828481 1.453886 6.003824 -0.588 -0.030 -0.522
H -2.609494 1.591229 5.813875 0.528 -0.341 -0.005
H -1.443093 3.924489 3.159352 -0.007 0.109 0.081
H -2.596181 3.696403 4.476030 0.102 0.183 -0.026
H -0.872303 3.820148 4.837277 -0.135 -0.322 -0.184
H 2.557652 -0.435919 -0.848017 -0.139 0.246 0.190
H 3.842771 -2.241045 -0.029141 0.315 0.124 -0.134
H 4.284702 -1.973774 -1.716478 0.168 0.438 0.482
H 5.406000 -1.484591 -0.432429 -0.371 0.132 -0.044
H 3.620982 1.821211 -1.471297 0.037 -0.020 0.021
H 5.139426 0.961153 -1.712322 -0.163 -0.117 0.133
H 3.711379 0.552295 -2.677563 0.082 -0.159 0.175
H 5.873904 0.301766 0.587277 -0.448 0.120 0.399
H 6.396818 1.160551 2.887628 -0.858 -0.008 -0.536
H 4.522665 1.801844 4.391892 -0.146 -0.131 -0.663
H 0.963269 1.542723 3.443352 -0.007 0.176 0.153
H 1.825812 3.827943 3.054488 -0.021 0.201 -0.059
H 1.270025 3.786261 4.729005 -0.037 -0.228 -0.008
H 2.977686 3.612279 4.359512 0.072 0.191 0.041
H 2.072904 0.052940 5.138939 -0.011 0.578 0.117
H 2.945154 1.500467 5.752571 -0.425 -0.276 -0.003
H 1.170419 1.385233 5.933648 0.484 -0.006 -0.431
H 1.528485 3.040182 0.867062 -0.322 -0.503 0.100
H -1.157175 3.113677 0.969691 0.324 -0.621 0.069
C -5.116786 -3.872876 -4.022915 -0.282 -0.437 -0.109
C -3.798234 -3.360473 -3.523502 0.210 0.471 -0.642
C -2.974436 -4.110215 -2.696039 0.134 0.075 0.200
C -1.772056 -3.590821 -2.200342 -0.454 -0.100 0.158
C -1.362245 -2.281752 -2.467985 -0.773 0.118 -1.058
C -0.005307 -1.796136 -2.004036 0.038 -3.880 -3.106
C 0.969651 -1.594485 -3.153394 1.020 -0.708 -1.246
C 2.279838 -2.101675 -3.015457 -0.586 -0.255 0.873
C 3.261304 -1.881562 -3.965102 0.557 -0.033 -0.156
C 2.991927 -1.199641 -5.147585 -0.475 -0.031 0.704
C 4.077425 -0.872453 -6.104702 0.467 -0.075 -0.474
C 1.669450 -0.859503 -5.380892 -0.127 0.050 -0.199
C 0.671378 -1.090429 -4.433247 -0.441 0.325 0.365
C -2.178085 -1.542667 -3.356493 -0.625 -0.463 -0.261
C -3.351244 -2.105328 -3.926314 1.190 0.413 1.103
H -5.570360 -3.212484 -4.777533 0.237 -0.162 0.311
H -4.982077 -4.862217 -4.485152 -0.169 0.225 0.162
H -5.832639 -3.980059 -3.190417 0.228 -0.003 -0.309
H -3.326081 -5.111041 -2.455373 0.358 0.068 0.214
H -1.169321 -4.202259 -1.536536 0.028 -0.055 -0.105
H 0.419347 -2.608894 -1.408893 0.003 0.212 0.306
H 2.492124 -2.721547 -2.115905 -0.078 0.654 -0.739
H 4.301609 -2.200495 -3.824483 -0.480 -0.119 0.184
H 3.776530 -0.105443 -6.820566 0.029 0.000 0.121
H 4.980294 -0.540840 -5.581104 -0.145 0.022 -0.102
H 4.355399 -1.755308 -6.686503 0.031 0.010 0.005
H 1.455440 -0.406423 -6.349809 -0.330 -0.087 0.290
H -0.372366 -0.894449 -4.702762 0.681 0.149 0.067
H -1.937392 -0.511561 -3.640182 0.036 -0.465 0.229
H -3.926134 -1.542323 -4.645523 -0.082 0.194 0.016
```
Positions in Å, forces in eV/Å.

Largest force on an atom   4.97 eV Å⁻¹
HOMO energy   -10.9 eV
Kohn-Sham gap   6.2183 eV
Total charge   +1
E   -2044.12489 hartree

Here are the Mulliken charges for atoms 1 to 2, given in e: atom 1 (C): -1.586, atom 2 (C): 2.799